Here is C48H54N6NaOP as an isolated structure from OMol25. Energies are from ωB97M-V/def2-TZVPD.

Results
E_LUMO ... 0.004 hartree
E_tot ... -75351.51261 eV
HOMO energy ... -5.87 eV
Orbital gap ... 6.0 eV

Atoms and positions in Å:
H (-5.636, 3.497, 1.284)
H (0.037, 0.835, 5.190)
C (8.713, -0.767, 0.082)
N (7.375, -0.983, -0.193)
H (4.895, -1.755, -0.249)
H (-0.956, -5.313, 2.711)
C (-5.659, 0.892, 0.344)
H (-4.744, 5.346, -0.960)
C (-4.796, 4.344, -0.523)
C (1.235, -0.521, -4.705)
C (4.737, 1.558, 0.333)
P (-3.130, 1.965, -0.570)
H (-2.879, 4.064, -1.446)
C (-0.277, -1.545, 2.199)
H (-5.972, 1.270, -4.688)
C (-0.409, -2.402, 1.022)
H (-3.167, -1.223, -0.454)
H (-2.553, 5.228, 2.594)
H (-6.124, 1.745, -0.153)
C (-3.196, 4.623, 1.950)
H (9.683, -2.557, -0.615)
C (-5.150, 0.859, -4.097)
H (-3.522, 1.679, -5.213)
H (7.360, 1.892, 1.195)
C (-2.827, -0.077, -4.137)
C (-1.010, -3.393, -4.018)
C (5.317, 0.310, 0.150)
H (11.925, -1.748, 0.073)
N (-0.240, -1.804, -0.178)
C (-0.373, -1.175, 4.586)
H (-3.746, -0.638, -2.260)
N (2.554, 0.639, 0.018)
C (6.769, 0.094, 0.224)
C (-4.193, 1.177, 0.698)
C (-1.419, -3.426, -1.630)
C (-3.892, 0.688, -4.934)
C (-2.510, 4.454, 0.598)
C (-0.760, -3.441, 3.682)
C (-4.563, 5.278, 1.803)
C (4.479, -0.770, -0.104)
N (0.724, -0.575, -2.368)
H (-4.111, 0.173, -5.870)
C (9.813, -1.592, -0.150)
H (-1.955, -3.884, -0.816)
O (-1.682, 1.655, -0.301)
C (-3.722, -1.314, 0.490)
C (-3.014, 0.085, -2.625)
C (0.160, 0.549, 3.050)
H (-0.532, -1.555, 5.586)
H (5.328, 2.447, 0.510)
H (-2.868, -1.141, -4.375)
Na (-0.057, 0.396, -0.253)
H (-1.828, 0.261, -4.418)
H (2.421, -1.361, -0.355)
H (-3.276, -2.164, 1.010)
C (-0.791, -4.251, 2.586)
H (-4.196, 1.958, 1.464)
C (0.027, -1.728, -2.548)
H (-4.900, 2.820, -3.261)
H (12.200, 0.448, 1.134)
H (-2.755, 2.179, -2.791)
C (-0.058, 0.133, 4.375)
H (-4.436, 6.291, 1.404)
H (-5.712, -1.769, 1.156)
C (1.292, -0.005, -3.397)
C (11.053, -1.132, 0.237)
H (-5.485, -0.118, -3.742)
C (-3.361, 3.785, -0.497)
H (0.430, 1.579, 2.847)
C (-0.480, -2.065, 3.494)
H (1.749, -0.019, -5.511)
H (-5.046, 5.385, 2.776)
H (-1.570, 3.910, 0.702)
H (-1.159, -3.795, -5.011)
H (-6.422, 4.953, 0.744)
C (11.210, 0.125, 0.844)
C (-0.622, -3.753, 1.285)
H (1.836, 0.911, -3.199)
C (-3.480, 1.508, -2.301)
C (10.135, 0.956, 1.078)
C (8.888, 0.485, 0.683)
H (10.262, 1.922, 1.544)
C (-0.547, -2.369, -1.367)
H (-0.629, -4.459, 0.473)
H (-2.335, -4.736, -3.053)
H (-2.477, 0.137, 1.506)
C (-5.849, -0.376, -0.470)
C (0.498, -1.648, -4.914)
C (-5.444, 4.479, 0.853)
C (-3.534, -0.057, 1.325)
C (-0.160, -2.275, -3.834)
H (2.882, 2.626, 0.409)
N (7.622, 1.026, 0.757)
C (-4.870, 1.784, -2.912)
H (-6.917, -0.551, -0.626)
C (3.357, 1.665, 0.261)
H (-6.196, 0.779, 1.294)
H (-5.434, 3.764, -1.186)
H (0.398, -2.071, -5.905)
C (-1.646, -3.910, -2.928)
H (-5.416, -0.244, -1.468)
H (-2.250, 5.452, 0.229)
H (-5.670, 1.684, -2.171)
H (-0.912, -3.824, 4.682)
H (-4.004, -0.204, 2.306)
N (0.059, -0.239, 2.014)
H (-5.319, -2.467, -0.406)
H (-3.300, 3.659, 2.458)
H (-2.082, -0.142, -2.111)
C (-5.196, -1.573, 0.208)
C (3.112, -0.553, -0.162)

Here is C48H54N6O4P2PdS3 as an isolated structure from OMol25. Energies are from ωB97M-V/def2-TZVPD.

Results
Net charge ... +2
E_LUMO (spin up / spin down) ... -0.307 / -0.308 hartree
E_tot ... -122329.85391 eV
HOMO energy (spin up / spin down) ... -12.14 / -12.14 eV
Orbital gap (spin up / spin down) ... 3.8 / 3.8 eV

Atoms and positions in Å:
C (-0.266, 2.621, -1.043)
H (-1.689, 3.471, -3.249)
C (3.381, 1.138, 0.828)
C (1.354, 0.983, 4.329)
H (-4.029, -1.535, 2.543)
H (4.540, -4.297, -1.844)
H (1.073, -3.527, 3.168)
H (1.580, -1.873, 2.777)
C (-1.132, -3.843, -0.708)
H (1.771, 0.087, 4.796)
H (-0.335, -5.725, -1.213)
N (2.689, 1.133, 1.925)
C (-1.166, -0.551, 4.032)
P (-0.131, -0.215, -2.570)
N (-1.229, 0.133, 1.746)
H (-1.772, -1.789, -0.464)
C (-4.158, 3.127, -0.952)
C (-3.777, 1.265, -4.609)
P (-1.805, 1.599, -0.994)
H (5.742, 0.702, 2.451)
C (0.752, 0.651, 3.001)
S (4.916, -2.997, 0.635)
H (5.790, 3.022, 3.597)
H (5.011, -9.451, -0.434)
H (-2.679, -0.573, -4.796)
H (-5.328, 5.666, -2.859)
C (-2.396, -1.170, 3.902)
H (-2.942, -0.275, 0.700)
H (0.614, 1.454, -4.792)
C (-0.227, -4.652, -1.289)
C (-3.476, 4.637, -3.183)
H (1.496, -2.424, -3.211)
H (2.863, -2.602, -0.249)
C (1.926, 4.343, -0.877)
C (-3.693, 0.598, -7.323)
C (-0.109, -0.530, -4.385)
C (-0.163, -0.825, -7.158)
C (4.597, -5.067, -1.085)
H (4.209, 2.244, 3.528)
O (5.494, -2.236, -0.438)
C (5.000, 2.680, 2.931)
C (1.153, 4.103, 0.248)
H (-4.317, -0.765, -4.179)
H (5.263, -5.357, 2.224)
C (-0.531, -1.881, -6.336)
C (-0.505, -1.741, -4.959)
H (1.581, -4.772, -2.492)
H (-0.844, -2.822, -6.768)
C (0.832, -4.111, -2.077)
H (3.948, -8.969, -1.761)
H (0.608, 1.406, 4.999)
C (2.575, -3.429, 1.649)
C (1.604, 3.738, -2.089)
N (-1.667, 0.539, -2.389)
H (-4.364, 1.793, -3.857)
O (-0.976, -3.224, 1.862)
H (5.135, 1.179, -0.068)
C (-0.596, 0.081, 2.927)
C (0.068, 3.240, 0.177)
N (4.678, 1.423, 0.799)
C (4.795, -6.998, 0.900)
C (5.011, -5.668, 1.220)
H (3.307, -9.161, -0.123)
H (-2.881, 1.843, -4.836)
C (0.520, 2.889, -2.173)
H (-0.572, 3.092, 1.042)
C (-3.060, -1.082, 2.689)
C (-5.010, 4.126, -1.405)
C (5.558, 1.656, 1.950)
C (-2.925, -0.190, -2.685)
S (-4.836, 1.250, -6.084)
S (2.681, 0.852, -0.764)
C (0.806, -2.778, -2.454)
H (4.871, -7.751, 1.672)
C (0.275, 0.519, -5.217)
C (4.164, -8.820, -0.705)
C (4.384, -6.402, -1.388)
O (5.404, -2.764, 1.959)
H (-4.416, 2.553, -0.070)
H (2.780, 5.003, -0.818)
H (-0.804, -2.573, -4.339)
C (4.898, -4.715, 0.221)
Pd (0.421, 0.503, -0.111)
H (6.501, 2.015, 1.539)
C (-2.437, -0.406, 1.653)
H (2.212, 3.925, -2.963)
H (3.320, -3.596, 2.429)
N (3.270, -2.607, 0.678)
C (-3.423, -0.139, -4.135)
H (4.604, 3.545, 2.397)
C (-0.179, -1.918, -1.974)
C (-0.884, -2.366, -0.719)
H (0.272, 2.423, -3.117)
H (-2.829, -1.710, 4.732)
N (1.414, 0.774, 1.902)
C (0.243, 0.374, -6.595)
H (4.145, -6.689, -2.404)
H (-3.201, 5.234, -4.042)
H (-2.764, 1.165, -7.299)
C (0.060, -2.730, 1.517)
H (-3.501, -0.458, -7.145)
H (-0.635, -0.592, 4.971)
H (-3.709, 0.237, -2.048)
C (1.329, -2.845, 2.359)
H (-4.181, 0.722, -8.286)
C (-2.623, 3.644, -2.736)
H (0.548, 1.197, -7.227)
H (-0.185, -0.943, -8.232)
H (1.394, 4.589, 1.184)
C (-4.671, 4.879, -2.517)
H (2.169, 1.689, 4.194)
C (-2.966, 2.877, -1.623)
O (0.139, -2.062, 0.327)
C (4.460, -7.382, -0.398)
H (-2.807, -1.247, -2.419)
H (-1.978, -4.224, -0.158)
H (-5.934, 4.323, -0.880)
H (2.297, -4.394, 1.207)

Energy above the lowest of the compared OMol25 structures with the same formula, charge and spin: 0.0; 462.5 (kJ/mol)